ORCA calculation (ωB97M-V/def2-TZVPD) on C27H22AuB2F4N8 as an isolated structure.

Each line ends with the natural charge from an NBO analysis.
Geometry (Å):
Au 1.3748 1.1765 0.2949  1.216
C -1.5490 -1.0584 -2.3384  -0.332
C -1.4009 -0.3969 -1.1178  -0.020
N -0.5842 0.6364 -1.2359  -0.376
N -0.1798 0.6568 -2.5258  -0.374
C -0.7450 -0.3529 -3.2073  0.011
B 0.9041 1.6555 -2.9033  0.929
N 2.2967 1.0437 -2.5652  -0.329
C 3.1161 0.3319 -3.3469  0.025
C 4.1150 -0.2182 -2.5668  -0.333
C 3.8180 0.2000 -1.2777  0.018
N 2.7332 0.9704 -1.2935  -0.367
N 0.7355 2.9670 -2.0643  -0.325
C 0.1499 4.0962 -2.4865  0.015
C 0.0660 4.9800 -1.4297  -0.349
C 0.6319 4.2919 -0.3608  -0.016
N 1.0373 3.0957 -0.7600  -0.313
N 0.8949 2.0376 -4.3689  -0.387
C 1.8429 2.7682 -5.0010  -0.043
C 1.4146 2.9997 -6.2842  -0.352
C 0.1636 2.3616 -6.3430  -0.055
N -0.1440 1.7936 -5.1948  -0.270
H -2.1252 -1.9348 -2.5509  0.228
H -1.8334 -0.6317 -0.1621  0.202
H -0.5430 -0.4938 -4.2526  0.235
H 2.9353 0.2626 -4.4038  0.234
H 4.9236 -0.8469 -2.8830  0.240
H 4.3154 -0.0169 -0.3503  0.229
H -0.1593 4.1948 -3.5111  0.239
H -0.3347 5.9744 -1.4374  0.236
H 0.7798 4.5975 0.6584  0.220
H 2.7358 3.0744 -4.4891  0.224
H 1.9239 3.5381 -7.0584  0.228
H -0.5191 2.2935 -7.1706  0.208
F 2.6524 -3.3116 0.4683  -0.569
B 1.5311 -2.7003 -0.0776  1.342
F 1.4554 -2.8994 -1.4310  -0.553
F 0.3777 -3.1355 0.5680  -0.574
F 1.6412 -1.2970 0.1676  -0.605
C 0.4121 0.7124 1.9626  -0.203
C -0.1754 -0.0819 2.6855  -0.134
C -0.9497 -0.9674 3.3928  0.131
C -2.1859 -0.5024 4.0005  -0.057
C -2.7213 -1.1552 5.1155  -0.163
C -3.8920 -0.6931 5.6897  -0.223
C -4.5404 0.4084 5.1470  -0.154
C -4.0120 1.0643 4.0419  -0.217
C -2.8336 0.6204 3.4764  -0.148
C -0.5294 -2.3415 3.4483  -0.068
C 0.8243 -2.6589 3.2448  -0.092
C 1.2262 -3.9759 3.2011  -0.199
C 0.2803 -4.9859 3.3152  -0.106
C -1.0674 -4.6860 3.4893  -0.232
C -1.4744 -3.3718 3.5671  -0.154
H -2.1966 -1.9940 5.5507  0.231
H -4.2955 -1.1877 6.5619  0.225
H -5.4627 0.7595 5.5894  0.222
H -4.5188 1.9228 3.6248  0.226
H -2.4115 1.1211 2.6155  0.237
H 1.5427 -1.8621 3.1134  0.236
H 2.2648 -4.2172 3.0297  0.243
H 0.5924 -6.0176 3.2393  0.220
H -1.7985 -5.4788 3.5397  0.222
H -2.5263 -3.1353 3.6504  0.221

The LUMO energy (spin up / spin down) comes out at -2.49 / -2.53 eV. The net charge is 0. As for the largest force on an atom: 0.8 eV/A. As for the HOMO-LUMO gap (spin up / spin down): 6.11 / 6.07 eV. Its multiplicity is 2. As for the expectation value of S²: 0.75.



ORCA calculation (ωB97M-V/def2-TZVPD) on C27H22ClMnN2O5PS5 as an isolated structure at a distorted geometry.

Each line ends with the natural charge from an NBO analysis.
Geometry (Å):
Mn 0.1319 -0.3643 0.9521  0.712
S -0.9486 0.2603 3.1601  -0.380
S -2.9042 -0.0833 3.1028  0.041
S -3.3122 -1.5989 1.5670  0.099
S -1.5896 -2.3199 0.9141  -0.289
N 2.1951 1.4512 -0.9620  -0.897
P 1.8362 -0.2205 -0.6318  1.204
C 3.5598 -0.6987 -0.2608  -0.387
C 4.1753 -0.0063 0.7771  -0.126
C 5.4478 -0.3540 1.1863  -0.230
C 6.1129 -1.3941 0.5598  -0.204
C 5.5018 -2.0909 -0.4687  -0.212
C 4.2249 -1.7516 -0.8775  -0.176
C 1.5660 -0.7327 -2.3592  -0.388
C 2.5289 -0.5498 -3.3444  -0.151
C 2.2266 -0.8302 -4.6650  -0.243
C 0.9683 -1.2969 -5.0073  -0.204
C 0.0092 -1.4860 -4.0256  -0.206
C 0.3031 -1.1987 -2.7041  -0.157
C 1.6307 2.4525 -0.2273  0.410
C 1.7018 3.7817 -0.6621  -0.303
C 1.1251 4.7655 0.1078  -0.143
C 0.4967 4.4062 1.2952  -0.318
C 0.4891 3.0722 1.6565  0.100
N 1.0425 2.1095 0.9252  -0.506
H 2.5393 1.7215 -1.8755  0.401
H 3.6334 0.7890 1.2757  0.209
H 5.9192 0.1756 2.0027  0.207
H 7.1058 -1.6727 0.8824  0.203
H 6.0154 -2.9154 -0.9443  0.206
H 3.7203 -2.3198 -1.6456  0.225
H 3.5111 -0.1806 -3.0765  0.205
H 2.9733 -0.6799 -5.4311  0.205
H 0.7358 -1.5080 -6.0413  0.206
H -0.9731 -1.8474 -4.2896  0.216
H -0.4402 -1.3165 -1.9225  0.248
H 2.2080 4.0086 -1.5891  0.204
H 1.1691 5.7969 -0.2106  0.208
H 0.0313 5.1472 1.9252  0.214
H 0.0114 2.7374 2.5689  0.217
O 1.6327 -2.6809 -0.0787  -0.860
Cl 1.8683 -2.8005 1.3393  2.608
O 3.2509 -2.9578 1.5967  -0.832
O 1.1459 -3.8865 1.8622  -0.811
O 1.4238 -1.5732 1.9442  -0.893
C -9.3166 4.0736 -3.1386  -0.718
C -8.0446 3.3847 -2.7170  0.417
O -7.8751 2.1999 -2.6635  -0.545
S -6.7604 4.5474 -2.3246  0.192
C -5.4111 3.4979 -1.8070  -0.231
C -4.2385 3.4752 -2.5494  -0.210
C -3.1725 2.7171 -2.1137  -0.184
C -3.2587 1.9718 -0.9290  -0.064
C -4.4535 2.0123 -0.1955  -0.207
C -5.5166 2.7756 -0.6262  -0.131
C -2.1549 1.2350 -0.4531  -0.237
C -1.1896 0.6200 -0.0127  -0.279
H -10.1698 3.5320 -2.7332  0.236
H -9.3779 4.0501 -4.2269  0.239
H -9.3345 5.1068 -2.8033  0.225
H -4.1624 4.0615 -3.4549  0.212
H -2.2518 2.7014 -2.6799  0.217
H -4.5263 1.4520 0.7242  0.227
H -6.4240 2.8183 -0.0427  0.205

The LUMO energy (spin up / spin down) comes out at 2.19 / 1.17 eV. The net charge is -1. The calculation puts the relative energy (zero: lowest compared OMol25 entry of this formula, charge and spin) at 16.2 kcal per mole. As for the largest force on an atom: 2.0 eV/A. As for the HOMO-LUMO gap (spin up / spin down): 6.53 / 5.36 eV. Its multiplicity is 5. As for the expectation value of S²: 6.05.



ORCA calculation (ωB97M-V/def2-TZVPD) on C27H22N6OPPt as an isolated structure at a distorted geometry.

Each line ends with the natural charge from an NBO analysis.
Geometry (Å):
Pt 0.9043 -0.6264 0.3937  0.906
N 4.2664 -1.0748 0.0509  -0.739
C 3.6098 -2.2375 -0.0154  0.630
N 4.3075 -3.3404 -0.1157  -0.519
C 3.6106 -4.4795 -0.1704  0.617
N 4.2728 -5.6097 -0.2623  -0.675
N 2.2358 -4.5673 -0.1438  -0.472
C 1.6411 -3.4375 -0.0516  0.452
N 2.2318 -2.2161 0.0158  -0.724
C 0.1486 -3.4158 -0.0022  0.149
C -0.5993 -4.5669 -0.0766  -0.161
C -1.9848 -4.4771 -0.0019  -0.073
C -2.5784 -3.2354 0.1523  -0.194
C -1.7730 -2.1153 0.2252  0.057
N -0.4419 -2.2118 0.1380  -0.389
H 5.2740 -1.0906 0.0628  0.453
H 3.7925 -0.1936 0.1116  0.391
H 5.2813 -5.6066 -0.2792  0.443
H 3.7804 -6.4887 -0.2855  0.437
H -0.0829 -5.5102 -0.1863  0.289
H -2.5934 -5.3702 -0.0610  0.274
H -3.6524 -3.1265 0.2147  0.275
H -2.1878 -1.1232 0.3437  0.240
O 1.3726 -0.0732 3.0395  -0.331
C 0.4638 0.0848 2.3414  0.593
C -0.8974 0.6414 2.4541  -0.152
C -1.5911 0.5637 3.6563  -0.134
C -2.8884 1.0635 3.7004  -0.164
C -3.4601 1.6325 2.5682  -0.115
C -2.7413 1.7235 1.3720  -0.175
C -1.4573 1.2162 1.3215  -0.388
P -0.3152 1.2999 -0.0792  1.212
C -1.1664 1.3933 -1.6289  -0.485
C -1.3110 0.2459 -2.4164  -0.174
C -1.9876 0.3300 -3.6198  -0.192
C -2.5144 1.5476 -4.0339  -0.120
C -2.3653 2.6905 -3.2553  -0.199
C -1.6827 2.6257 -2.0538  -0.111
C 0.6435 2.7992 0.0742  -0.474
C 0.5556 3.6464 1.2053  -0.107
C 1.1840 4.8586 1.1699  -0.210
C 1.9651 5.2272 0.0359  -0.066
C 2.0984 4.3714 -1.0705  -0.212
C 1.4710 3.1592 -1.0489  -0.146
H -1.1296 0.1186 4.5301  0.261
H -3.4524 1.0049 4.6223  0.270
H -4.4722 2.0162 2.6140  0.265
H -3.1896 2.1791 0.4963  0.256
H -0.8925 -0.6996 -2.0937  0.204
H -2.0963 -0.5470 -4.2442  0.249
H -3.0459 1.6086 -4.9750  0.257
H -2.7806 3.6329 -3.5872  0.257
H -1.5740 3.5171 -1.4446  0.227
H -0.0355 3.3680 2.0679  0.221
H 1.0834 5.5456 2.0000  0.260
H 2.4765 6.1834 0.0347  0.259
H 2.6958 4.6668 -1.9225  0.262
H 1.5738 2.4792 -1.8870  0.235

The LUMO energy (spin up / spin down) comes out at -12.26 / -12.27 eV. The net charge is +3. The calculation puts the relative energy (zero: lowest compared OMol25 entry of this formula, charge and spin) at 16.3 kcal per mole. As for the largest force on an atom: 1.5 eV/A. As for the HOMO-LUMO gap (spin up / spin down): 5.25 / 5.24 eV. Its multiplicity is 1.